(1)
ORCA calculation (the ωB97M-V functional and the def2-TZVPD basis) on a cluster of 2 separate species, C12H17F8NO5P in total.

Cartesian coordinates (Å):
N: -2.014 -0.836 5.757
P: -0.944 -0.773 4.454
O: 0.309 0.178 5.053
C: -1.589 0.507 3.253
C: -0.390 0.819 2.310
C: -0.832 0.258 0.960
C: -0.532 1.117 -0.268
C: -0.302 0.258 -1.502
O: -0.101 1.075 -2.659
C: 1.225 1.239 -3.062
C: 1.684 0.124 -3.997
F: 1.574 -1.112 -3.431
F: 0.906 0.112 -5.114
C: 3.155 0.317 -4.466
F: 3.916 0.771 -3.447
F: 3.156 1.275 -5.418
C: 3.858 -0.923 -5.089
F: 5.059 -0.476 -5.557
F: 3.127 -1.324 -6.147
C: 4.185 -2.153 -4.185
F: 3.263 -3.126 -4.358
F: 4.213 -1.798 -2.876
C: -2.318 0.038 1.126
O: -3.121 -0.123 0.248
O: -2.644 0.034 2.422
H: -2.299 0.064 6.141
H: -1.508 -1.350 6.473
H: 0.040 1.103 5.162
H: -1.948 1.399 3.777
H: -0.165 1.887 2.281
H: 0.523 0.315 2.632
H: -0.422 -0.753 0.854
H: 0.378 1.699 -0.069
H: -1.354 1.808 -0.462
H: 0.554 -0.401 -1.328
H: -1.173 -0.376 -1.689
H: 1.289 2.158 -3.655
H: 1.918 1.339 -2.218
H: 5.168 -2.539 -4.471
C: -5.163 -0.346 4.531
O: -4.772 0.616 5.386
H: -4.348 -0.786 3.900
H: -5.632 -1.268 4.989
H: -5.930 -0.047 3.759

Results
**LUMO**: 2.10 eV
**Spin multiplicity**: 1
**Total charge**: -1
**Orbital gap**: 0.1565 hartree



(2)
ORCA calculation (the ωB97M-V functional and the def2-TZVPD basis) on a cluster of 2 separate species, C2H3O2 in total at a distorted geometry.

Cartesian coordinates (Å):
C: -0.707 0.267 0.491
C: 1.062 -1.278 -1.731
O: 1.914 -1.903 -1.402
O: 0.232 0.290 -0.210
H: -0.820 0.977 1.381
H: -1.492 -0.572 0.580
H: 0.183 -0.775 -2.370

Results
**LUMO**: -6.16 eV
**Spin multiplicity**: 1
**Total charge**: +1
**Orbital gap**: 0.3435 hartree
**ΔE to the lowest compared entry with this formula, charge and spin**: 1.087 eV



(3)
ORCA calculation (the ωB97M-V functional and the def2-TZVPD basis) on a structure of composition C16H16Cl8OPt at a distorted geometry.

Cartesian coordinates (Å):
C: -1.128 1.042 -2.229
C: -1.312 -0.361 -2.394
C: -0.027 -0.956 -2.497
C: -2.617 -1.082 -2.464
C: 0.952 0.069 -2.442
C: 0.262 1.320 -2.318
C: 0.880 2.638 -2.244
C: -2.215 2.022 -1.953
C: 0.227 -2.401 -2.664
C: 2.425 -0.126 -2.482
Pt: -0.552 -1.638 1.573
Cl: -1.658 -2.977 0.116
Cl: -2.193 0.138 1.265
Cl: 1.581 -2.024 0.731
H: -3.415 -0.434 -2.714
H: -2.802 -1.571 -1.488
H: -2.521 -1.896 -3.213
H: -0.075 -2.955 -1.756
H: 1.263 -2.586 -2.899
H: -0.400 -2.785 -3.489
H: 2.811 -0.435 -1.506
H: 2.923 0.786 -2.794
H: 2.651 -0.914 -3.214
H: 1.911 2.627 -2.600
H: 0.944 2.944 -0.979
H: 0.300 3.374 -2.803
H: -3.139 1.671 -2.377
H: -1.952 2.987 -2.418
H: -2.313 2.163 -0.867
O: 1.172 2.875 0.276
H: 1.126 1.968 0.670
Cl: -2.204 -1.763 4.089
C: -0.674 -1.011 4.380
C: 0.175 -0.718 3.331
C: 1.367 0.020 3.581
Cl: 2.433 0.524 2.344
C: 1.757 0.330 4.915
Cl: 3.243 1.114 5.254
C: 0.930 -0.089 5.981
Cl: 1.392 0.193 7.597
C: -0.277 -0.762 5.711
Cl: -1.251 -1.321 6.993

Results
**LUMO (alpha / beta)**: 4.36 / 3.80 eV
**⟨S²⟩**: 6.026
**Spin multiplicity**: 5
**Total charge**: -2
**Orbital gap (alpha / beta)**: 0.1556 / 0.2168 hartree



(4)
ORCA calculation (the ωB97M-V functional and the def2-TZVPD basis) on a structure of composition C40H39As2O7Ru at a distorted geometry.

Cartesian coordinates (Å):
Ru: 0.382 2.274 -0.837
O: 0.896 2.250 -5.161
C: 1.020 1.951 -3.782
O: 0.500 0.631 -3.584
C: 2.356 2.035 -3.015
O: 3.427 1.942 -3.529
O: 2.177 2.203 -1.720
C: 0.737 -1.585 -1.730
C: 0.614 -2.795 -0.797
As: -0.979 -2.440 0.290
C: -2.140 -3.938 0.019
C: -1.756 -5.133 0.607
C: -2.564 -6.235 0.473
C: -3.723 -6.152 -0.327
C: -4.089 -4.954 -0.922
C: -3.318 -3.819 -0.716
C: -0.480 -2.513 2.137
C: 0.810 -2.771 2.561
C: 1.119 -2.787 3.886
C: 0.143 -2.524 4.847
C: -1.143 -2.248 4.421
C: -1.465 -2.235 3.059
As: -1.074 -1.011 -2.245
C: -1.592 -2.273 -3.648
C: -0.679 -2.902 -4.479
C: -1.174 -3.828 -5.379
C: -2.539 -4.058 -5.525
C: -3.436 -3.359 -4.740
C: -2.969 -2.469 -3.798
C: -0.861 0.733 -3.216
C: -0.925 2.021 -2.398
C: -0.183 2.876 -3.427
C: -0.454 2.813 -4.988
C: -1.570 1.855 -5.276
C: -1.774 0.832 -4.439
H: 1.375 -1.778 -2.574
H: 1.219 -0.773 -1.185
H: 1.479 -2.916 -0.158
H: 0.403 -3.709 -1.387
H: -0.816 -5.180 1.163
H: -2.245 -7.202 0.901
H: -4.328 -7.046 -0.423
H: -4.997 -4.858 -1.492
H: -3.637 -2.886 -1.114
H: 1.572 -3.018 1.852
H: 2.127 -3.038 4.205
H: 0.395 -2.579 5.884
H: -1.927 -2.005 5.124
H: -2.482 -2.024 2.753
H: 0.404 -2.812 -4.327
H: -0.490 -4.390 -5.981
H: -2.847 -4.807 -6.234
H: -4.473 -3.508 -4.872
H: -3.668 -1.958 -3.158
H: -1.925 2.431 -2.199
H: 0.028 3.903 -3.180
H: -0.541 3.782 -5.485
H: -2.272 2.015 -6.086
H: -2.560 0.106 -4.610
C: -2.811 2.284 0.391
O: -2.035 1.139 0.772
C: -0.737 1.158 0.396
O: 0.056 0.363 0.898
H: -3.655 2.296 1.101
H: -3.245 2.145 -0.618
H: -2.264 3.228 0.468
C: 4.943 5.389 5.862
C: 4.101 4.715 4.827
C: 3.919 5.196 3.540
C: 3.113 4.538 2.625
C: 2.974 5.163 1.271
C: 2.454 3.334 2.986
C: 1.653 2.620 2.019
O: 1.391 3.078 0.922
C: 2.640 2.833 4.312
C: 2.004 1.563 4.852
C: 3.410 3.561 5.193
H: 5.538 6.189 5.472
H: 5.635 4.646 6.335
H: 4.282 5.730 6.703
H: 4.378 6.125 3.257
H: 3.542 6.070 1.208
H: 1.909 5.386 1.079
H: 3.306 4.489 0.477
H: 1.283 1.632 2.316
H: 1.291 1.035 4.228
H: 1.484 1.851 5.775
H: 2.814 0.914 5.094
H: 3.539 3.192 6.197

Results
**LUMO (alpha / beta)**: -2.53 / -4.86 eV
**⟨S²⟩**: 6.024
**Spin multiplicity**: 5
**Total charge**: +1
**Orbital gap (alpha / beta)**: 0.2934 / 0.2388 hartree



(5)
ORCA calculation (the ωB97M-V functional and the def2-TZVPD basis) on a cluster of 2 separate species, C4H8N2O in total.

Cartesian coordinates (Å):
C: -2.078 1.185 0.346
N: -0.651 0.890 0.323
C: -0.355 -0.274 -0.430
C: 0.027 -1.418 0.117
N: 0.574 -2.365 0.668
H: -2.423 1.296 -0.688
H: -2.672 0.389 0.820
H: -2.250 2.129 0.867
H: -0.280 0.806 1.265
H: -0.512 -0.207 -1.503
H: 1.594 -2.175 0.701
C: 2.236 -0.063 -0.623
O: 2.788 -0.752 0.215
H: 1.912 0.972 -0.416
H: 2.089 -0.414 -1.662

Results
**LUMO**: 0.89 eV
**Spin multiplicity**: 1
**Total charge**: 0
**Orbital gap**: 0.3459 hartree
**SMILES string**: CNC=C=N.C=O
**ΔE to the lowest compared entry with this formula, charge and spin**: 3.750 eV



(6)
ORCA calculation (the ωB97M-V functional and the def2-TZVPD basis) on a structure of composition C20H27N2O7PPtS3Se2Te2 at a distorted geometry.

Cartesian coordinates (Å):
Pt: 0.260 0.471 -0.214
O: 7.089 -3.467 1.409
C: 5.923 -3.698 0.765
O: 5.791 -4.705 0.124
C: 4.854 -2.672 0.904
C: 5.017 -1.445 1.549
C: 3.973 -0.554 1.652
C: 2.721 -0.849 1.096
C: 2.569 -2.065 0.414
C: 3.613 -2.954 0.330
N: 1.646 0.007 1.213
C: 1.477 0.821 2.267
C: 0.297 1.564 2.353
C: -0.068 2.360 3.464
C: -1.293 2.965 3.495
C: -2.170 2.797 2.408
C: -1.765 2.039 1.336
N: -0.576 1.432 1.293
H: 7.063 -2.633 1.888
H: 5.972 -1.147 1.968
H: 4.132 0.404 2.127
H: 1.614 -2.292 -0.041
H: 3.496 -3.901 -0.181
H: 2.179 0.814 3.091
H: 0.638 2.458 4.276
H: -1.593 3.562 4.344
H: -3.152 3.240 2.406
H: -2.425 1.888 0.491
Se: -0.890 1.789 -1.917
Te: -0.860 0.629 -4.059
Te: -1.193 -2.024 -3.403
Se: -2.552 -1.805 -1.440
C: 2.881 0.729 -3.700
S: 2.505 0.625 -1.942
O: 2.005 1.936 -1.552
O: 3.701 0.198 -1.282
O: 1.359 -0.375 -1.855
H: 3.948 0.901 -3.794
H: 2.319 1.557 -4.120
H: 2.607 -0.215 -4.164
C: -3.884 -5.375 2.745
C: -3.241 -4.622 1.593
C: -1.814 -5.072 1.341
O: -3.344 -3.196 1.813
P: -2.431 -2.188 2.607
S: -3.435 -0.490 2.630
S: -0.579 -1.987 1.782
O: -2.316 -2.900 4.034
C: -1.431 -2.561 5.132
C: -0.123 -3.327 4.986
C: -1.207 -1.064 5.262
H: -3.966 -6.431 2.490
H: -4.880 -4.983 2.940
H: -3.288 -5.274 3.651
H: -3.835 -4.767 0.687
H: -1.194 -4.888 2.219
H: -1.389 -4.532 0.497
H: -1.803 -6.138 1.119
H: -1.967 -2.925 6.012
H: 0.416 -2.981 4.106
H: -0.318 -4.393 4.877
H: 0.493 -3.172 5.870
H: -0.654 -0.686 4.402
H: -0.641 -0.853 6.167
H: -2.160 -0.542 5.316

Results
**LUMO (alpha / beta)**: -1.21 / -3.02 eV
**⟨S²⟩**: 6.046
**Spin multiplicity**: 5
**Total charge**: 0
**Orbital gap (alpha / beta)**: 0.1875 / 0.1918 hartree